# 1
Molecular formula: C23H23NO5
Method: DFT, ωB97M-V/def2-TZVPD

Element x y z (Å)
C  -1.982  -1.426  -0.199
N  -3.158  -0.602  -0.185
C  -3.162  0.747  -0.047
C  -2.095  1.591  -0.115
C  -0.800  1.329  -0.670
O  -0.520  0.500  -1.519
C  0.301  2.283  -0.157
O  1.576  1.696  -0.381
C  1.758  0.520  0.190
O  0.984  -0.012  0.945
C  3.100  -0.084  -0.220
C  3.314  -1.454  0.426
O  4.533  -2.012  -0.002
C  5.578  -1.123  0.022
C  6.872  -1.620  -0.071
C  7.953  -0.762  -0.024
C  7.753  0.601  0.128
C  6.470  1.108  0.202
C  5.376  0.255  0.137
O  4.119  0.809  0.184
C  -4.576  1.219  0.262
C  -5.050  2.234  -0.782
C  -4.672  1.811  1.673
C  -5.347  -0.070  0.169
C  -6.691  -0.324  0.310
C  -7.140  -1.632  0.170
C  -6.249  -2.656  -0.106
C  -4.890  -2.412  -0.244
C  -4.448  -1.108  -0.098
H  -1.255  -1.042  0.520
H  -2.254  -2.442  0.074
H  -1.502  -1.419  -1.181
H  -2.245  2.599  0.242
H  0.159  2.482  0.910
H  0.299  3.217  -0.722
H  3.113  -0.188  -1.317
H  2.524  -2.147  0.136
H  3.308  -1.333  1.518
H  7.001  -2.685  -0.174
H  8.954  -1.159  -0.096
H  8.596  1.273  0.178
H  6.285  2.166  0.303
H  -6.083  2.512  -0.590
H  -4.985  1.805  -1.780
H  -4.434  3.129  -0.750
H  -4.312  1.095  2.408
H  -4.077  2.717  1.749
H  -5.707  2.053  1.903
H  -7.387  0.473  0.522
H  -8.192  -1.851  0.271
H  -6.615  -3.665  -0.218
H  -4.213  -3.221  -0.468

Output
Structure (SMILES)   CN1/C(=C\C(=O)COC(=O)[C@@H]2COc3ccccc3O2)C(C)(C)c2ccccc21
Molar mass   393.44 Da
Relative energy (zero: lowest compared OMol25 entry of this formula, charge and spin)   40.5 kcal per mole
Total charge   0
HOMO-LUMO gap   8.49 eV
Maximum force   0.963 eV/A


# 2
Molecular formula: C23H23NO7
Method: DFT, ωB97M-V/def2-TZVPD

Element x y z (Å)
C  -5.738  -0.635  0.379
O  -4.460  -0.954  -0.159
C  -4.169  -2.247  -0.310
O  -4.926  -3.144  -0.052
C  -2.765  -2.454  -0.845
C  -2.120  -1.176  -1.370
C  -1.915  -0.182  -0.243
O  -1.571  -0.494  0.872
O  -2.097  1.053  -0.663
C  -2.003  2.151  0.282
C  -3.385  2.478  0.821
C  -1.426  3.294  -0.628
O  -2.149  4.192  -1.007
C  -0.070  3.079  -1.014
C  0.744  2.185  -0.367
C  2.073  1.860  -0.786
C  2.831  0.932  -0.151
C  4.173  0.532  -0.647
C  5.085  1.538  -1.280
C  5.410  0.998  0.077
N  2.369  0.314  0.991
C  3.004  -0.878  1.524
C  2.510  -2.081  0.780
C  1.240  -2.520  0.539
C  1.375  -3.674  -0.272
C  2.709  -3.845  -0.464
O  3.407  -2.881  0.161
C  1.148  0.655  1.476
C  0.330  1.529  0.846
C  -1.010  1.838  1.390
O  -1.252  1.953  2.567
H  -5.695  -0.659  1.470
H  -6.481  -1.357  0.034
H  -5.980  0.367  0.033
H  -2.809  -3.222  -1.618
H  -2.173  -2.848  -0.014
H  -2.722  -0.708  -2.147
H  -1.134  -1.408  -1.782
H  -3.801  1.602  1.312
H  -3.300  3.285  1.543
H  -4.027  2.793  0.003
H  0.311  3.673  -1.830
H  2.456  2.335  -1.675
H  4.203  -0.476  -1.050
H  4.754  2.562  -1.343
H  5.686  1.222  -2.119
H  6.236  0.310  0.180
H  5.280  1.656  0.923
H  4.088  -0.810  1.429
H  2.746  -0.953  2.585
H  0.331  -2.075  0.890
H  0.585  -4.289  -0.651
H  3.270  -4.584  -1.002
H  0.823  0.171  2.384

Output
Structure (SMILES)   COC(=O)CCC(=O)O[C@]1(C)C(=O)C=C2C=C(C3CC3)N(Cc3ccco3)C=C2C1=O
Molar mass   425.44 Da
Relative energy (zero: lowest compared OMol25 entry of this formula, charge and spin)   40.0 kcal per mole
Total charge   0
HOMO-LUMO gap   7.68 eV
Maximum force   0.997 eV/A


# 3
Molecular formula: C23H24AsFeN5S
Method: DFT, ωB97M-V/def2-TZVPD

Element x y z (Å)
Fe  -0.431  -0.354  -0.363
N  2.959  0.175  2.120
C  2.031  -0.227  1.245
S  0.402  0.406  1.460
N  2.332  -1.071  0.312
N  1.222  -1.371  -0.430
C  1.342  -2.246  -1.364
C  2.610  -2.881  -1.768
C  3.630  -2.074  -2.266
C  4.812  -2.655  -2.695
C  4.984  -4.031  -2.609
C  3.972  -4.833  -2.103
C  2.778  -4.260  -1.690
C  0.064  -2.549  -2.028
C  -0.077  -3.462  -3.054
C  -1.346  -3.709  -3.561
C  -2.433  -3.044  -3.023
C  -2.211  -2.123  -2.014
N  -0.994  -1.869  -1.529
H  2.748  0.864  2.819
H  3.903  -0.161  2.023
H  3.491  -1.001  -2.321
H  5.603  -2.032  -3.090
H  5.912  -4.479  -2.941
H  4.111  -5.903  -2.027
H  1.989  -4.884  -1.286
H  0.796  -3.960  -3.448
H  -1.479  -4.420  -4.365
H  -3.438  -3.220  -3.378
H  -3.031  -1.580  -1.569
N  0.979  1.438  -2.306
C  0.436  0.760  -1.545
C  -4.181  0.562  -0.481
As  -2.342  1.123  -0.246
C  -2.204  2.457  -1.636
C  -2.398  2.163  1.409
C  -3.281  3.373  1.305
C  -2.748  4.599  0.916
C  -3.565  5.712  0.782
C  -4.926  5.611  1.036
C  -5.464  4.396  1.435
C  -4.645  3.284  1.570
H  -4.787  1.465  -0.435
H  -4.495  -0.132  0.297
H  -4.312  0.103  -1.458
H  -3.063  3.122  -1.569
H  -2.184  1.956  -2.603
H  -1.279  3.015  -1.524
H  -1.365  2.437  1.616
H  -2.730  1.487  2.198
H  -1.684  4.685  0.723
H  -3.136  6.661  0.486
H  -5.563  6.480  0.933
H  -6.521  4.315  1.651
H  -5.069  2.345  1.910

Output
Molar mass   533.31 Da
Relative energy (zero: lowest compared OMol25 entry of this formula, charge and spin)   10.7 kcal per mole
Total charge   +1
HOMO-LUMO gap (alpha / beta)   6.85 / 7.17 eV
Maximum force   0.997 eV/A
Expectation value of S²   0.794
Spin multiplicity   2


# 4
Molecular formula: C23H24Cl3N2O2OsSi
Method: DFT, ωB97M-V/def2-TZVPD

Element x y z (Å)
Os  1.433  -0.282  -1.009
C  -0.763  -3.610  2.263
C  0.070  -3.217  1.050
C  0.500  -4.466  0.264
C  -0.565  -2.176  0.170
C  -0.032  -1.936  -1.137
C  -0.716  -1.070  -2.036
C  -1.963  -0.513  -1.681
C  -2.818  0.090  -2.730
C  -2.423  -0.699  -0.368
C  -1.734  -1.489  0.531
H  -0.254  -4.403  2.811
H  -1.741  -3.994  1.964
H  -0.917  -2.781  2.956
H  1.001  -2.764  1.432
H  -0.329  -4.838  -0.344
H  0.778  -5.251  0.965
H  1.362  -4.288  -0.385
H  0.622  -2.695  -1.564
H  -0.468  -1.089  -3.089
H  -2.260  0.727  -3.422
H  -3.667  0.633  -2.319
H  -3.221  -0.724  -3.337
H  -3.381  -0.282  -0.081
H  -2.159  -1.647  1.515
O  -4.738  4.739  1.427
C  -4.521  3.708  0.687
O  -5.361  3.096  0.064
C  -3.117  3.128  0.585
C  -2.434  2.731  1.739
C  -1.199  2.138  1.618
C  -0.632  1.941  0.352
C  -1.329  2.313  -0.798
C  -2.571  2.896  -0.679
N  0.662  1.408  0.244
C  1.614  2.006  0.873
C  2.954  1.460  0.844
C  4.001  2.023  1.563
C  5.233  1.376  1.582
C  5.353  0.173  0.904
C  4.275  -0.314  0.171
N  3.106  0.324  0.112
H  -3.974  5.177  1.834
H  -2.871  2.883  2.720
H  -0.665  1.808  2.503
H  -0.874  2.180  -1.769
H  -3.127  3.195  -1.556
H  1.436  2.907  1.457
H  3.853  2.945  2.107
H  6.068  1.795  2.129
H  6.283  -0.386  0.925
H  4.362  -1.237  -0.385
Cl  1.527  -0.932  -4.702
Si  2.714  -0.838  -3.079
Cl  3.627  -2.605  -2.689
Cl  3.992  0.727  -3.199

Output
Molar mass   685.13 Da
Relative energy (zero: lowest compared OMol25 entry of this formula, charge and spin)   0.0 kcal per mole
Total charge   +3
HOMO-LUMO gap (alpha / beta)   6.93 / 4.25 eV
Maximum force   2.290 eV/A
Expectation value of S²   6.055
Spin multiplicity   5


# 5
Molecular formula: C23H24F2N6O2
Method: DFT, ωB97M-V/def2-TZVPD

Element x y z (Å)
C  1.570  2.861  -2.349
C  0.551  2.711  -1.231
C  -0.500  1.624  -1.564
O  -0.240  0.686  -2.291
N  -1.672  1.829  -0.944
C  -2.769  0.873  -0.924
C  -2.359  -0.495  -0.331
C  -2.544  -1.509  -1.459
C  -3.681  -0.915  -2.284
C  -3.317  0.566  -2.330
N  1.177  2.345  0.049
C  0.535  2.714  1.175
O  -0.489  3.373  1.159
C  1.074  2.174  2.507
N  0.464  0.896  2.719
N  -0.329  0.624  3.724
N  -0.735  -0.583  3.574
C  -0.170  -1.048  2.440
C  -0.401  -2.367  1.890
C  0.294  -2.787  0.758
C  0.043  -4.031  0.213
C  -0.903  -4.842  0.817
F  -1.153  -6.056  0.286
C  -1.599  -4.449  1.947
C  -1.344  -3.203  2.484
N  0.599  -0.113  1.885
C  2.363  1.572  0.019
C  2.382  0.299  -0.539
C  3.557  -0.430  -0.574
C  4.729  0.097  -0.059
C  4.737  1.371  0.483
C  3.560  2.093  0.507
F  3.569  3.343  1.025
H  1.936  1.887  -2.665
H  2.405  3.479  -2.030
H  1.088  3.335  -3.200
H  0.042  3.665  -1.055
H  -1.718  2.591  -0.280
H  -3.547  1.330  -0.308
H  -1.330  -0.470  0.022
H  -3.000  -0.743  0.516
H  -2.761  -2.509  -1.085
H  -1.639  -1.547  -2.066
H  -3.754  -1.354  -3.278
H  -4.633  -1.056  -1.769
H  -4.161  1.205  -2.587
H  -2.524  0.721  -3.060
H  0.735  2.830  3.311
H  2.158  2.073  2.527
H  1.026  -2.130  0.316
H  0.563  -4.377  -0.666
H  -2.326  -5.114  2.386
H  -1.869  -2.859  3.361
H  1.473  -0.101  -0.958
H  3.557  -1.417  -1.008
H  5.643  -0.476  -0.084
H  5.637  1.816  0.877

Output
Structure (SMILES)   C[C@@H](C(=O)NC1CCCC1)N(C(=O)Cn1nnc(-c2ccc(F)cc2)n1)c1ccccc1F
Molar mass   454.48 Da
Total charge   0
HOMO-LUMO gap   9.51 eV
Maximum force   1.203 eV/A


# 6
Molecular formula: C23H24FeO2
Method: DFT, ωB97M-V/def2-TZVPD

Element x y z (Å)
C  0.170  -1.743  1.983
C  0.354  -0.291  1.537
C  1.599  0.310  2.286
C  2.116  1.674  1.887
O  2.142  -0.323  3.175
C  -0.820  0.639  2.023
C  -2.106  0.052  2.516
O  -0.694  1.860  2.062
H  -0.557  -2.266  1.347
H  1.130  -2.271  1.942
H  -0.185  -1.756  3.020
H  1.293  2.391  1.840
H  2.838  2.012  2.639
H  2.639  1.654  0.926
H  -2.136  -1.038  2.503
H  -2.253  0.383  3.554
H  -2.945  0.455  1.933
C  -3.462  2.011  -1.554
C  -2.631  2.226  -0.390
C  -1.297  2.563  -0.840
C  -1.297  2.567  -2.292
C  -2.640  2.223  -2.735
Fe  -1.877  0.827  -1.603
C  -1.704  -0.646  -2.939
C  -2.622  -0.990  -1.876
C  -1.920  -0.884  -0.610
C  -0.554  -0.452  -0.889
C  0.603  -0.165  0.055
C  1.852  -0.983  -0.321
C  3.095  -0.348  -0.417
C  4.251  -1.084  -0.147
C  4.167  -2.467  0.031
C  2.957  -3.130  -0.214
C  1.797  -2.378  -0.448
C  -0.435  -0.329  -2.343
H  -4.532  1.831  -1.529
H  -2.975  2.276  0.635
H  -0.491  2.892  -0.196
H  -0.453  2.850  -2.916
H  -2.995  2.214  -3.763
H  -1.900  -0.690  -4.010
H  -3.646  -1.351  -2.005
H  -2.328  -1.164  0.354
H  0.838  0.892  -0.127
H  3.116  0.713  -0.676
H  5.197  -0.548  -0.032
H  5.055  -3.027  0.348
H  2.894  -4.220  -0.198
H  0.845  -2.860  -0.683
H  0.508  -0.109  -2.845

Output
Molar mass   388.29 Da
Relative energy (zero: lowest compared OMol25 entry of this formula, charge and spin)   0.0 kcal per mole
Total charge   -2
HOMO-LUMO gap (alpha / beta)   2.52 / 5.39 eV
Maximum force   2.774 eV/A
Expectation value of S²   6.100
Spin multiplicity   5